## 1
Entry from the Open Molecules 2025 dataset: C42H50N4O2P2SbSe4Y as an isolated structure (ωB97M-V/def2-TZVPD).

The geometry in XYZ format:
```
106
C42H50N4O2P2SbSe4Y ωB97M-V/def2-TZVPD
Y -0.615 0.410 0.608
O -2.738 -6.684 1.590
C -3.437 -5.713 1.928
O -4.571 -5.655 2.435
C -2.787 -4.331 1.654
C -3.386 -3.156 2.061
C -2.776 -1.931 1.817
N -1.617 -1.822 1.137
C -1.058 -2.974 0.712
C -1.578 -4.223 0.986
C 0.209 -2.910 -0.046
C 0.519 -3.886 -0.987
C 1.767 -3.891 -1.572
C 2.668 -2.901 -1.208
C 2.250 -1.927 -0.319
N 1.050 -1.918 0.259
C -3.374 -0.676 2.347
C -4.614 -0.669 2.964
C -5.107 0.520 3.485
C -4.337 1.658 3.402
C -3.106 1.570 2.767
N -2.638 0.443 2.226
H -4.324 -3.247 2.585
H -1.072 -5.133 0.695
H -0.223 -4.630 -1.246
H 2.027 -4.645 -2.304
H 3.662 -2.851 -1.631
H 2.902 -1.104 -0.061
H -5.197 -1.573 3.039
H -6.080 0.540 3.958
H -4.626 2.621 3.803
H -2.486 2.452 2.707
C -2.057 3.392 -2.413
C -2.623 2.059 -2.893
C -2.503 1.982 -4.416
P -1.891 0.613 -1.982
C -3.109 -0.797 -2.261
C -4.125 -0.717 -3.399
C -2.411 -2.157 -2.285
C -0.350 0.148 -2.846
C -0.439 -0.425 -4.120
C 0.641 -0.903 -4.832
C 0.489 -1.512 -6.200
C 1.884 -0.800 -4.205
C 2.014 -0.246 -2.954
C 0.921 0.270 -2.208
N 1.065 0.733 -0.905
C 2.293 1.248 -0.475
C 3.139 1.898 -1.397
C 4.382 2.380 -1.070
C 4.880 2.255 0.226
C 6.229 2.800 0.617
C 4.041 1.683 1.158
C 2.753 1.204 0.874
P 1.704 0.717 2.315
C 2.485 -0.728 3.251
C 3.898 -1.144 2.850
C 1.567 -1.952 3.357
C 1.908 1.997 3.670
C 1.322 3.373 3.379
C 3.307 2.177 4.275
H -2.455 4.193 -3.043
H -0.968 3.421 -2.470
H -2.327 3.609 -1.383
H -3.682 2.016 -2.610
H -1.455 2.041 -4.714
H -3.015 2.848 -4.842
H -2.936 1.087 -4.856
H -3.685 -0.746 -1.329
H -3.654 -0.879 -4.370
H -4.656 0.234 -3.427
H -4.867 -1.509 -3.265
H -2.091 -2.410 -3.297
H -3.084 -2.941 -1.930
H -1.517 -2.170 -1.666
H -1.421 -0.501 -4.574
H -0.539 -1.420 -6.553
H 0.744 -2.576 -6.197
H 1.137 -1.023 -6.930
H 2.772 -1.179 -4.704
H 2.998 -0.211 -2.511
H 2.757 2.073 -2.392
H 4.966 2.891 -1.828
H 6.901 2.841 -0.242
H 6.699 2.182 1.384
H 6.143 3.813 1.016
H 4.403 1.603 2.171
H 2.538 -0.315 4.263
H 3.972 -1.352 1.782
H 4.176 -2.056 3.386
H 4.638 -0.379 3.081
H 1.655 -2.598 2.489
H 0.517 -1.670 3.458
H 1.843 -2.539 4.238
H 1.289 1.515 4.440
H 1.666 3.769 2.421
H 1.632 4.061 4.171
H 0.236 3.363 3.366
H 3.901 2.860 3.670
H 3.867 1.250 4.415
H 3.190 2.643 5.256
Se -4.373 5.406 1.485
Sb -2.137 5.507 2.423
Se 0.688 4.246 -0.291
Se -0.957 3.042 0.877
Se -2.234 4.649 4.727
```

E_HOMO = -1.38 eV
HOMO-LUMO gap = 4.53 eV
Spin multiplicity = 1
Net charge = -2

---

## 2
Entry from the Open Molecules 2025 dataset: C42H50N4O2P2SbSe4Y as an isolated structure (ωB97M-V/def2-TZVPD).

The geometry in XYZ format:
```
106
C42H50N4O2P2SbSe4Y ωB97M-V/def2-TZVPD
Y -1.108 0.579 0.628
O -1.886 2.593 7.853
C -1.668 1.419 7.493
O -1.457 0.390 8.160
C -1.626 1.212 5.953
C -1.770 2.284 5.090
C -1.653 2.094 3.722
N -1.414 0.889 3.188
C -1.303 -0.158 4.017
C -1.394 -0.032 5.394
C -0.951 -1.456 3.386
C -0.963 -2.647 4.096
C -0.469 -3.792 3.498
C -0.003 -3.723 2.199
C -0.095 -2.511 1.540
N -0.540 -1.394 2.113
C -1.721 3.230 2.768
C -1.958 4.530 3.207
C -1.959 5.566 2.293
C -1.711 5.276 0.964
C -1.502 3.957 0.602
N -1.516 2.944 1.476
H -1.941 3.247 5.545
H -1.253 -0.865 6.067
H -1.361 -2.672 5.099
H -0.469 -4.731 4.037
H 0.386 -4.590 1.683
H 0.215 -2.423 0.509
H -2.143 4.726 4.251
H -2.151 6.580 2.621
H -1.693 6.044 0.203
H -1.357 3.668 -0.431
C -0.487 -4.453 -1.566
C 1.033 -4.293 -1.514
C 1.683 -5.447 -2.285
P 1.863 -2.684 -2.066
C 0.654 -1.642 -2.987
C -0.724 -1.328 -2.446
C 0.538 -2.232 -4.399
C 2.438 -1.941 -0.464
C 3.451 -2.800 0.002
C 4.297 -2.540 1.060
C 5.341 -3.523 1.514
C 4.164 -1.284 1.643
C 3.189 -0.410 1.221
C 2.231 -0.703 0.212
N 1.201 0.194 -0.082
C 1.435 1.536 0.312
C 1.357 1.930 1.656
C 1.530 3.246 2.057
C 1.751 4.232 1.107
C 1.917 5.673 1.506
C 1.772 3.858 -0.235
C 1.622 2.544 -0.660
P 1.540 1.950 -2.396
C 1.561 3.470 -3.486
C 2.761 4.409 -3.617
C 0.267 4.248 -3.218
C 3.233 1.172 -2.583
C 4.417 1.779 -1.837
C 3.535 0.962 -4.067
H -0.761 -5.421 -1.135
H -0.850 -4.448 -2.596
H -1.035 -3.690 -1.018
H 1.352 -4.375 -0.470
H 1.449 -5.380 -3.351
H 1.311 -6.410 -1.921
H 2.770 -5.432 -2.189
H 1.190 -0.691 -3.064
H -1.392 -2.186 -2.434
H -1.196 -0.543 -3.038
H -0.661 -0.902 -1.449
H 0.032 -3.203 -4.377
H 1.516 -2.372 -4.864
H -0.062 -1.569 -5.027
H 3.612 -3.725 -0.549
H 5.371 -4.393 0.856
H 5.140 -3.880 2.528
H 6.338 -3.073 1.521
H 4.839 -0.978 2.437
H 3.156 0.550 1.711
H 1.179 1.162 2.405
H 1.469 3.503 3.109
H 2.607 5.771 2.346
H 0.961 6.104 1.814
H 2.303 6.269 0.677
H 1.906 4.642 -0.966
H 1.430 2.994 -4.466
H 2.874 5.066 -2.755
H 2.626 5.054 -4.492
H 3.698 3.871 -3.747
H 0.321 4.806 -2.278
H -0.592 3.577 -3.140
H 0.081 4.968 -4.021
H 3.064 0.184 -2.146
H 4.708 2.754 -2.232
H 5.283 1.114 -1.920
H 4.196 1.899 -0.776
H 3.768 1.906 -4.569
H 2.687 0.507 -4.585
H 4.395 0.298 -4.190
Se -5.383 -1.305 -1.541
Sb -3.593 -0.871 0.040
Se -3.592 -3.215 1.504
Se -2.442 1.528 -1.375
Se -4.593 -1.252 2.438
```

E_HOMO = -1.85 eV
HOMO-LUMO gap = 5.44 eV
Spin multiplicity = 1
Net charge = -2

---

Which structure is the most stable? The one labeled 1.

---

## 1
Entry from the Open Molecules 2025 dataset: C64H48Cl2F3N8O3PS2SbSr as an isolated structure (ωB97M-V/def2-TZVPD).

The geometry in XYZ format:
```
133
C64H48Cl2F3N8O3PS2SbSr ωB97M-V/def2-TZVPD
Sr 2.377 -0.239 -0.618
Cl 9.574 0.913 -0.571
C 7.937 0.676 -1.125
C 6.924 0.595 -0.184
C 5.588 0.403 -0.556
N 4.537 0.190 0.346
C 4.750 0.128 1.661
O 5.751 0.421 2.330
C 3.587 -0.470 2.444
C 3.909 -1.176 3.599
C 2.893 -1.734 4.345
C 1.583 -1.542 3.933
C 1.357 -0.834 2.769
N 2.329 -0.310 2.016
C 5.285 0.332 -1.944
C 6.327 0.401 -2.862
C 7.643 0.568 -2.470
Cl 8.882 0.656 -3.693
N 3.955 0.340 -2.426
C 3.664 -0.428 -3.468
O 4.225 -1.472 -3.852
C 2.552 0.135 -4.343
C 2.601 -0.149 -5.704
C 1.704 0.479 -6.546
C 0.772 1.347 -5.998
C 0.768 1.522 -4.625
N 1.640 0.941 -3.800
H 7.163 0.669 0.863
H 4.950 -1.250 3.875
H 3.113 -2.310 5.236
H 0.752 -1.958 4.483
H 0.352 -0.676 2.401
H 6.103 0.327 -3.917
H 3.341 -0.852 -6.056
H 1.728 0.291 -7.612
H 0.043 1.861 -6.610
H 0.031 2.172 -4.168
O 1.726 -3.298 -3.362
N 0.900 -2.522 -4.156
C -0.169 -2.189 -3.554
C -1.127 -1.365 -4.328
C -1.308 -1.653 -5.680
C -2.131 -0.870 -6.472
C -2.787 0.218 -5.916
C -2.615 0.507 -4.571
C -1.799 -0.275 -3.757
P -1.535 0.102 -1.968
C -2.942 -0.873 -1.286
C -4.173 -0.996 -1.929
C -5.188 -1.771 -1.389
C -4.971 -2.469 -0.209
C -3.740 -2.383 0.423
C -2.735 -1.580 -0.104
C -2.117 1.837 -1.856
C -1.117 2.806 -1.931
C -1.424 4.154 -1.814
C -2.735 4.551 -1.594
C -3.735 3.593 -1.495
C -3.428 2.245 -1.627
H 2.614 -3.099 -3.724
H -0.326 -2.468 -2.512
H -0.774 -2.495 -6.098
H -2.254 -1.107 -7.522
H -3.426 0.844 -6.525
H -3.113 1.372 -4.149
H -4.338 -0.496 -2.877
H -6.139 -1.847 -1.902
H -5.752 -3.094 0.205
H -3.554 -2.966 1.315
H -1.772 -1.518 0.389
H -0.082 2.503 -2.053
H -0.629 4.887 -1.879
H -2.977 5.602 -1.494
H -4.760 3.895 -1.314
H -4.214 1.508 -1.523
F 2.098 -6.528 1.995
C 1.558 -5.387 1.490
F 0.566 -5.783 0.676
F 0.984 -4.764 2.543
C 2.597 -4.542 0.806
C 3.906 -4.974 0.790
C 4.888 -4.206 0.178
C 4.496 -3.007 -0.377
N 3.238 -2.569 -0.357
C 2.252 -3.308 0.201
S 0.637 -2.676 0.123
H 4.165 -5.915 1.255
H 5.920 -4.522 0.142
H 5.211 -2.350 -0.860
N 1.832 4.540 0.006
C 2.401 4.537 -1.252
C 2.627 3.228 -1.545
N 2.206 2.435 -0.499
C 1.737 3.254 0.408
H 1.524 5.340 0.528
H 2.602 5.443 -1.794
H 3.069 2.778 -2.417
H 1.317 2.964 1.357
S -1.062 1.421 1.261
Sb -2.353 0.973 3.028
C -2.069 -0.823 4.083
C -2.018 -0.845 5.473
C -1.872 -2.058 6.135
C -1.780 -3.240 5.414
C -1.819 -3.218 4.026
C -1.957 -2.008 3.361
C -4.377 0.857 2.473
C -4.839 1.750 1.508
C -6.143 1.654 1.048
C -6.981 0.660 1.537
C -6.517 -0.236 2.488
C -5.214 -0.140 2.959
C -2.238 2.483 4.491
C -3.354 3.229 4.852
C -3.224 4.281 5.750
C -1.982 4.583 6.287
C -0.865 3.840 5.928
C -0.990 2.795 5.025
H -2.095 0.074 6.043
H -1.825 -2.077 7.217
H -1.657 -4.181 5.935
H -1.709 -4.132 3.459
H -1.945 -1.990 2.280
H -4.170 2.492 1.085
H -6.500 2.343 0.292
H -7.994 0.577 1.165
H -7.166 -1.021 2.856
H -4.853 -0.851 3.692
H -4.329 2.991 4.441
H -4.093 4.863 6.029
H -1.882 5.403 6.987
H 0.104 4.077 6.347
H -0.109 2.233 4.733
```

E_HOMO = -4.26 eV
HOMO-LUMO gap = 6.00 eV
Spin multiplicity = 1
Net charge = -1

---

## 2
Entry from the Open Molecules 2025 dataset: C64H48Cl2F3N8O3PS2SbSr as an isolated structure (ωB97M-V/def2-TZVPD).

The geometry in XYZ format:
```
133
C64H48Cl2F3N8O3PS2SbSr ωB97M-V/def2-TZVPD
Sr 0.028 1.228 -0.870
Cl 5.789 5.181 0.979
C 4.173 4.528 1.027
C 3.673 3.904 -0.101
C 2.405 3.325 -0.119
N 1.947 2.596 -1.236
C 2.112 3.096 -2.463
O 2.468 4.227 -2.817
C 1.903 2.044 -3.553
C 2.675 2.154 -4.704
C 2.665 1.115 -5.616
C 1.885 0.000 -5.353
C 1.104 -0.001 -4.210
N 1.084 1.003 -3.330
C 1.617 3.371 1.059
C 2.120 4.056 2.168
C 3.387 4.609 2.166
Cl 3.961 5.381 3.622
N 0.407 2.639 1.085
C -0.615 3.090 1.838
O -0.687 4.122 2.512
C -1.861 2.212 1.802
C -3.105 2.832 1.864
C -4.237 2.041 1.905
C -4.091 0.660 1.896
C -2.815 0.133 1.819
N -1.714 0.888 1.775
H 4.275 3.870 -0.999
H 3.273 3.045 -4.833
H 3.273 1.164 -6.512
H 1.865 -0.852 -6.018
H 0.453 -0.833 -3.990
H 1.505 4.145 3.052
H -3.146 3.912 1.891
H -5.222 2.490 1.932
H -4.949 0.001 1.916
H -2.648 -0.939 1.792
O -1.916 1.420 -4.495
N -1.859 0.041 -4.360
C -2.949 -0.509 -4.696
C -3.112 -1.980 -4.690
C -4.058 -2.476 -5.592
C -4.304 -3.832 -5.714
C -3.608 -4.722 -4.905
C -2.697 -4.233 -3.983
C -2.427 -2.870 -3.857
P -1.334 -2.297 -2.458
C 0.153 -3.349 -2.712
C 0.553 -3.754 -3.988
C 1.778 -4.378 -4.189
C 2.625 -4.615 -3.115
C 2.244 -4.209 -1.843
C 1.028 -3.572 -1.647
C -2.223 -3.130 -1.075
C -1.871 -4.330 -0.466
C -2.628 -4.841 0.581
C -3.755 -4.163 1.025
C -4.119 -2.968 0.418
C -3.353 -2.450 -0.616
H -1.107 1.721 -4.052
H -3.784 0.097 -5.046
H -4.602 -1.772 -6.211
H -5.038 -4.190 -6.425
H -3.790 -5.787 -4.974
H -2.189 -4.930 -3.326
H -0.095 -3.576 -4.837
H 2.070 -4.676 -5.189
H 3.579 -5.102 -3.270
H 2.905 -4.367 -0.999
H 0.769 -3.217 -0.653
H -0.993 -4.874 -0.795
H -2.330 -5.769 1.054
H -4.342 -4.560 1.845
H -4.994 -2.426 0.757
H -3.634 -1.503 -1.067
F -5.618 2.601 -1.279
C -5.119 2.930 -2.483
F -5.280 1.865 -3.282
F -5.945 3.889 -2.975
C -3.697 3.413 -2.415
C -3.410 4.705 -2.803
C -2.107 5.185 -2.749
C -1.135 4.320 -2.299
N -1.390 3.063 -1.921
C -2.656 2.564 -1.953
S -2.878 0.942 -1.419
H -4.209 5.344 -3.153
H -1.858 6.194 -3.042
H -0.096 4.633 -2.235
N 4.220 -1.476 -0.171
C 4.728 -0.969 -1.347
C 3.661 -0.422 -1.993
N 2.519 -0.570 -1.238
C 2.892 -1.210 -0.155
H 4.741 -1.896 0.578
H 5.770 -1.039 -1.605
H 3.648 0.083 -2.946
H 2.244 -1.505 0.658
S -0.021 -1.950 1.713
Sb 0.672 -0.604 3.407
C 2.755 -0.251 3.212
C 3.230 0.638 2.252
C 4.594 0.856 2.107
C 5.490 0.169 2.915
C 5.023 -0.737 3.861
C 3.657 -0.947 4.016
C 0.019 1.159 4.357
C 0.999 2.068 4.736
C 0.640 3.191 5.475
C -0.684 3.393 5.830
C -1.658 2.477 5.451
C -1.313 1.358 4.711
C 0.658 -1.866 5.132
C 0.680 -1.336 6.421
C 0.690 -2.179 7.526
C 0.674 -3.556 7.350
C 0.643 -4.089 6.068
C 0.631 -3.247 4.962
H 2.544 1.166 1.604
H 4.942 1.562 1.361
H 6.554 0.342 2.810
H 5.722 -1.274 4.491
H 3.303 -1.644 4.766
H 2.033 1.928 4.445
H 1.397 3.916 5.744
H -0.964 4.280 6.384
H -2.695 2.645 5.713
H -2.081 0.661 4.399
H 0.691 -0.262 6.572
H 0.708 -1.759 8.524
H 0.678 -4.213 8.211
H 0.622 -5.163 5.927
H 0.585 -3.657 3.959
```

E_HOMO = -4.71 eV
HOMO-LUMO gap = 6.74 eV
Spin multiplicity = 1
Net charge = -1

---

Which structure is the most stable? The one labeled 2.